*1*
# C7H10S

A single C7H10S molecule (wB97M-V/def2-TZVPD, OMol25).

Molar mass, g mol⁻¹: 126.22

Last column: Mulliken charge in e.
Atoms and positions in Å:
C: 1.2261 -1.4479 1.7832  -1.037
C: -0.0576 -0.9876 1.1186  0.230
C: -0.9285 -1.4975 0.1687  -0.517
C: -1.5275 -0.1983 -0.5273  -0.954
C: -1.1740 0.9161 0.1337  -0.003
C: 0.1629 1.3540 -0.1682  -0.457
S: 1.0446 0.6292 -1.5273  -0.302
C: -0.1700 0.5139 1.1322  -0.171
H: 1.3275 -2.6047 1.8791  0.296
H: 2.0375 -0.8998 1.2861  0.253
H: 1.0892 -1.0567 2.7900  0.326
H: -1.3086 -2.3828 -0.3815  0.362
H: -1.1919 -0.3795 -1.5981  0.121
H: -2.5522 -0.3953 -0.7005  0.519
H: -1.9823 1.6931 0.0852  0.309
H: 0.2363 2.3386 0.0938  0.527
H: 0.1970 0.5227 -2.7948  0.128
H: 0.2459 1.1807 1.9328  0.371

*2*
# C7H10S

A single C7H10S molecule (wB97M-V/def2-TZVPD, OMol25).

Molar mass, g mol⁻¹: 126.22

Last column: Mulliken charge in e.
Atoms and positions in Å:
S: 3.1205 0.1883 -0.4586  -0.284
C: 1.6135 -0.0865 0.0737  -0.209
C: 0.5969 -1.1971 0.1282  0.100
C: -0.4124 -0.9593 -1.0114  -0.734
C: -1.2319 0.3413 -0.8325  -0.716
C: -0.4025 1.4516 -0.1337  -0.722
C: 0.6202 0.8248 0.8103  -0.114
C: 0.0849 -0.5549 1.4377  -0.879
H: 0.9884 -2.2332 0.1781  0.422
H: 0.1041 -0.9599 -1.9952  0.363
H: -1.1406 -1.7834 -1.0348  0.335
H: -2.1630 0.1163 -0.2671  0.286
H: -1.5770 0.6999 -1.8112  0.335
H: -1.0955 2.1172 0.3984  0.338
H: 0.0837 2.0446 -0.9278  0.359
H: 1.1050 1.5288 1.4184  0.515
H: -0.9525 -0.7072 1.6676  0.330
H: 0.6581 -0.8314 2.3600  0.276

*3*
# C7H10S

A single C7H10S molecule (wB97M-V/def2-TZVPD, OMol25).

Molar mass, g mol⁻¹: 126.22

Last column: Mulliken charge in e.
Atoms and positions in Å:
C: 0.3754 1.9654 -0.5452  -1.075
C: 0.2866 0.6562 -0.4547  0.196
C: -0.9992 -0.1488 -0.2517  0.543
C: -1.7864 0.2732 0.9608  -1.202
C: -0.5144 -1.5721 -0.1915  -0.644
C: 0.8117 -1.6461 -0.4183  -0.555
C: 1.4704 -0.3071 -0.5913  -0.173
S: 2.8967 0.0411 0.4946  -0.180
H: -0.5182 2.5835 -0.4698  0.258
H: 1.3297 2.4731 -0.7672  0.298
H: -1.6557 -0.0282 -1.1480  0.237
H: -2.6514 -0.3913 1.1151  0.364
H: -1.1262 0.2359 1.8508  0.308
H: -2.1958 1.2901 0.8215  0.326
H: -1.1637 -2.4185 -0.0557  0.423
H: 1.3326 -2.5968 -0.3962  0.417
H: 1.8681 -0.1842 -1.5997  0.328
H: 2.2396 -0.2255 1.6466  0.132

The winner here is *3*, beating the second structure by 16.4 kJ/mol.